A cluster of 2 separate species, C4H9O2 in total, computed with ωB97M-V/def2-TZVPD.

Positions of all 15 atoms, in Å:
C (-1.108, 1.437, 1.095)
O (-0.358, 0.735, 0.214)
C (-1.903, 2.588, 0.429)
H (-0.494, 1.907, 1.907)
H (-1.875, 0.818, 1.629)
H (-2.387, 3.260, 1.151)
H (-2.674, 2.163, -0.222)
H (-1.228, 3.169, -0.204)
O (2.244, -2.128, -0.049)
C (1.474, -1.345, -0.564)
C (0.188, -1.760, -1.199)
H (1.684, -0.266, -0.582)
H (-0.074, -2.754, -0.837)
H (0.254, -1.799, -2.288)
H (-0.567, -1.014, -0.928)

Charge = -1
Orbital gap = 7.01 eV
E = -8388.347 eV
LUMO energy = 4.3 eV
E_HOMO = -2.7 eV
Energy relative to the best compared isomer or geometry (same formula, charge and spin) = 49.5 kcal per mole